Computed, not measured: 14 unconnected molecules or ions with the total composition C2H29O15, with wB97M-V/def2-TZVPD.

Calculated values
* HOMO-LUMO gap: 9.5 eV
* energy above the lowest of the compared OMol25 structures with the same formula, charge and spin: 162.8 kJ/mol
* energy: -33261.501 eV
* E_HOMO: -7.19 eV
* maximum force: 2.1 eV/Å
* LUMO level: 0.0850 Ha

The geometry in ORCA input format:
```
! wB97M-V def2-TZVPD RIJCOSX def2/J DEFGRID3
* xyz -1 1
C -0.89 0.29 0.86
C 0.41 -0.17 0.23
O 0.38 -0.24 -1.01
O 1.40 -0.39 0.93
H -1.39 1.16 0.43
H -0.72 0.40 1.93
H -1.60 -0.53 0.74
O -0.32 1.61 -3.16
H -1.26 1.45 -3.11
H 0.06 1.03 -2.50
O 1.28 -2.78 -3.08
H 2.06 -2.25 -2.94
H 0.59 -2.15 -3.27
O -2.95 4.09 -0.77
H -3.65 3.65 -1.26
H -2.15 3.62 -1.02
O -2.87 1.08 -2.24
H -3.79 1.32 -2.18
H -2.79 0.26 -1.75
O -1.53 -2.00 -1.88
H -1.23 -2.83 -1.51
H -0.94 -1.35 -1.52
O 3.28 0.38 3.13
H 3.98 -0.25 3.28
H 2.71 -0.04 2.47
O 3.09 1.64 0.50
H 2.45 0.98 0.76
H 2.80 2.44 0.94
O 2.54 -3.02 2.41
H 2.56 -2.82 1.48
H 1.60 -3.06 2.63
O -0.46 2.93 3.21
H -0.77 3.77 3.53
H 0.46 2.88 3.50
O 2.87 -0.09 -2.53
H 3.69 -0.27 -2.07
H 2.21 -0.07 -1.83
O -2.93 1.46 3.47
H -3.59 1.19 2.83
H -2.19 1.75 2.94
O 3.11 -2.53 -0.15
H 2.58 -3.07 -0.74
H 2.76 -1.64 -0.27
O -3.96 -2.47 -0.61
H -3.11 -2.40 -1.04
H -3.77 -2.91 0.22
*
```

***

Computed, not measured: a molecular structure, C2H2AgFO, with wB97M-V/def2-TZVPD.

Calculated values
* HOMO-LUMO gap (spin up / spin down): 9.9 / 8.8 eV
* energy: -10844.918 eV
* E_HOMO (spin up / spin down): -20.79 / -23.30 eV
* maximum force: 2.7 eV/Å
* ⟨S²⟩: 2.012
* LUMO level (spin up / spin down): -0.3999 / -0.5332 Ha

The geometry in ORCA input format:
```
! wB97M-V def2-TZVPD RIJCOSX def2/J DEFGRID3
* xyz 2 3
H -0.33 -1.28 0.94
C -0.61 -0.85 -0.02
C -1.62 0.10 -0.04
O -2.29 1.01 -0.03
Ag 3.43 1.32 0.05
F 1.66 0.93 0.10
H -0.25 -1.22 -0.99
*
```

***

Computed, not measured: a molecular structure, C2H2BiLiO2, with wB97M-V/def2-TZVPD.

Calculated values
* HOMO-LUMO gap (spin up / spin down): 9.7 / 5.2 eV
* energy above the lowest of the compared OMol25 structures with the same formula, charge and spin: 141.7 kJ/mol
* energy: -12223.155 eV
* E_HOMO (spin up / spin down): -20.72 / -17.96 eV
* maximum force: 5.0 eV/Å
* LUMO level (spin up / spin down): -0.4064 / -0.4702 Ha

The geometry in ORCA input format:
```
! wB97M-V def2-TZVPD RIJCOSX def2/J DEFGRID3
* xyz 2 1
C -0.46 -0.38 0.44
C 0.94 -0.05 0.13
O 1.14 1.00 -0.68
O -1.38 0.37 -0.10
H 1.50 -0.99 -0.10
Bi -2.26 -1.44 0.27
Li -0.44 1.61 -1.31
H 0.97 -0.11 1.35
*
```

***

Computed, not measured: C2H2Br2S2 in the gas phase, with wB97M-V/def2-TZVPD.

Calculated values
* HOMO-LUMO gap: 8.3 eV
* energy above the lowest of the compared OMol25 structures with the same formula, charge and spin: 82.8 kJ/mol
* energy: -163860.423 eV
* SMILES: Br[C@H]1SS[C@@H]1Br
* E_HOMO: -8.48 eV
* maximum force: 4.2 eV/Å
* LUMO level: -0.0076 Ha

The geometry in ORCA input format:
```
! wB97M-V def2-TZVPD RIJCOSX def2/J DEFGRID3
* xyz 0 1
Br -1.95 1.49 -0.06
C -0.57 0.28 0.42
S -0.96 -1.74 0.15
S 1.06 -1.73 -0.20
C 0.65 0.09 -0.43
Br 1.91 1.43 0.06
H -0.44 0.21 1.53
H 0.29 -0.01 -1.49
*
```